[1]
Computed, not measured: CH3N2O2P as an isolated structure at a distorted geometry, with ωB97M-V/def2-TZVPD.

The frontier orbital gap (spin up / spin down) is 7.20 / 7.20 eV. The value obtained for the energy above the lowest of the compared OMol25 structures with the same formula, charge and spin is 697.6 kJ/mol. The calculation puts the HOMO energy (spin up / spin down) at -8.6 / -8.6 eV. The calculation puts the total energy at -641.03774 Eh. The LUMO energy (spin up / spin down) is -1.361 / -1.360 eV.

ORCA input file:
```
! RIJCOSX wB97M-V def2-TZVPD def2/J DEFGRID3
* xyz 0 1
C 0.172 0.918 0.649
N -4.549 -0.554 -0.015
N -0.922 1.204 -0.157
O -4.785 -1.600 -0.538
O -1.941 0.460 -0.045
P -4.134 0.816 0.403
H 0.213 0.139 1.496
H 0.516 1.886 1.269
H 1.031 0.664 -0.023
*
```

[2]
Computed, not measured: C2H2O2Sm as an isolated structure at a distorted geometry, with ωB97M-V/def2-TZVPD.

The frontier orbital gap (spin up / spin down) is 7.55 / 8.16 eV. The value obtained for the energy above the lowest of the compared OMol25 structures with the same formula, charge and spin is 216.0 kJ/mol. The calculation puts the HOMO energy (spin up / spin down) at -12.6 / -13.4 eV. The calculation puts the total energy at -885.49304 Eh. The LUMO energy (spin up / spin down) is -5.066 / -5.194 eV.

ORCA input file:
```
! RIJCOSX wB97M-V def2-TZVPD def2/J DEFGRID3
* xyz 1 8
O -0.652 1.027 0.390
C -1.594 0.250 0.108
C -1.304 -1.145 -0.198
O -0.037 -1.444 -0.314
Sm 1.441 0.257 -0.240
H -2.047 -1.665 -0.820
H -2.287 -0.499 0.902
*
```